Molecular formula: C36H76N6O12TlV
Method: DFT, the ωB97M-V functional and the def2-TZVPD basis

CARTESIAN COORDINATES (ANGSTROEM)
1 Tl 3.15845 0.04167 -1.90245
2 O -1.66607 -1.77431 2.93342
3 V -1.49936 -0.28695 2.29249
4 O -1.77056 0.79471 3.51133
5 N -4.56064 0.15932 0.66516
6 O -4.39598 1.12656 -0.03629
7 O -3.67641 -0.26542 1.39073
8 O -5.75672 -0.06473 0.78430
9 N -0.54467 0.07087 -0.33978
10 O -0.63999 0.96953 0.44064
11 O 0.27949 0.09889 -1.19912
12 O -1.31713 -0.87580 -0.12280
13 C 4.87777 -3.16974 0.31841
14 C 3.99483 -4.30876 -0.40151
15 C 3.02045 -4.87876 0.72380
16 C 1.94740 -5.81525 0.25361
17 C 1.10925 -5.07865 -0.82640
18 C 1.88628 -4.34045 -1.99117
19 N 3.06607 -3.70219 -1.45496
20 O 3.80883 -3.00090 -2.42150
21 C 2.28510 -5.45422 -3.05300
22 C 0.93291 -3.28896 -2.60922
23 C 5.01796 -5.34603 -0.86874
24 H 5.64541 -2.61225 -0.21829
25 H 5.48073 -3.67302 1.07422
26 H 4.16139 -2.58636 0.89682
27 H 3.62710 -5.47575 1.40475
28 H 2.75630 -4.13440 1.47497
29 H 1.23326 -6.01069 1.05356
30 H 2.44459 -6.68704 -0.17168
31 H 0.51828 -4.30761 -0.33206
32 H 0.35883 -5.79944 -1.15109
33 H 1.44184 -5.76771 -3.66843
34 H 2.98043 -5.18516 -3.84811
35 H 2.67402 -6.31838 -2.51440
36 H 1.35346 -2.63179 -3.37037
37 H 0.07243 -3.71613 -3.12419
38 H 0.57768 -2.52910 -1.91314
39 H 4.51300 -6.17909 -1.35773
40 H 5.68282 -5.75844 -0.10981
41 H 5.66893 -4.98298 -1.66406
42 H 4.39495 -3.67298 -2.77699
43 C -4.16250 7.96897 0.19173
44 C -2.83817 7.17735 0.36985
45 C -2.00026 7.92863 1.45769
46 C -0.78469 7.19049 1.95515
47 C -1.28453 5.93355 2.54295
48 C -2.10245 5.04124 1.60650
49 N -3.05543 5.79037 0.76627
50 O -3.85833 4.99059 -0.05041
51 C -1.26604 4.10649 0.67762
52 C -2.96857 4.19076 2.60369
53 C -1.92676 7.23899 -0.82908
54 H -4.10313 9.04865 0.05433
55 H -4.75799 7.96921 1.10468
56 H -4.69740 7.66138 -0.70681
57 H -1.63369 8.89876 1.12216
58 H -2.63447 8.24402 2.28618
59 H -0.22688 7.67694 2.75534
60 H -0.06803 6.98887 1.15899
61 H -1.89176 6.21543 3.40313
62 H -0.48126 5.34801 2.99016
63 H -0.34856 3.80983 1.18587
64 H -1.84625 3.26002 0.31029
65 H -0.93974 4.53187 -0.27142
66 H -3.64096 3.56489 2.01695
67 H -2.41882 3.50727 3.25079
68 H -3.46365 4.83836 3.32730
69 H -2.37306 6.68462 -1.65467
70 H -0.88016 6.98576 -0.65999
71 H -2.09242 8.19913 -1.31773
72 H -3.22476 4.80730 -0.74797
73 C 5.51411 3.51123 -2.00712
74 C 5.15070 3.97538 -0.57417
75 C 4.42053 5.31698 -0.68188
76 C 3.78661 5.75988 0.69661
77 C 2.82443 4.69725 1.10095
78 C 3.47204 3.30691 1.27114
79 N 4.17990 2.99305 -0.00060
80 O 4.75675 1.66247 0.09881
81 C 4.28437 3.26033 2.56052
82 C 2.20476 2.49147 1.43068
83 C 6.42195 4.15594 0.24419
84 H 4.72388 3.14156 -2.66055
85 H 6.09055 2.58994 -1.92310
86 H 6.10549 4.27435 -2.51309
87 H 4.97412 6.10642 -1.19023
88 H 3.58311 5.12807 -1.35354
89 H 3.29977 6.73512 0.69594
90 H 4.62492 5.77556 1.39309
91 H 2.03319 4.72541 0.35178
92 H 2.34501 5.02068 2.02489
93 H 3.83539 2.74012 3.40663
94 H 5.15375 2.62471 2.39233
95 H 4.55212 4.20200 3.03974
96 H 1.49506 2.44822 0.60452
97 H 2.47592 1.46961 1.69592
98 H 1.54535 2.78225 2.24844
99 H 7.15633 4.76189 -0.28649
100 H 6.91841 3.18571 0.26078
101 H 6.48478 4.53824 1.26301
102 H 5.11756 1.65322 0.98838
103 C -5.03787 -3.40818 0.86934
104 C -4.13086 -4.35001 -0.00915
105 C -3.49271 -5.48526 0.98430
106 C -3.02704 -6.81055 0.29135
107 C -4.20338 -7.36679 -0.45120
108 C -4.80077 -6.36215 -1.42544
109 N -4.97379 -5.03519 -0.97571
110 O -5.44299 -4.16293 -2.03695
111 C -3.75867 -6.49966 -2.70039
112 C -6.16280 -6.85467 -1.88368
113 C -2.93571 -3.54222 -0.64860
114 H -5.74872 -3.90287 1.53121
115 H -5.51137 -2.82597 0.07881
116 H -4.36580 -2.81317 1.48770
117 H -2.71717 -4.94553 1.52777
118 H -4.14899 -5.71289 1.82430
119 H -2.77486 -7.42475 1.15578
120 H -2.06231 -6.58518 -0.16320
121 H -4.97587 -7.76343 0.20761
122 H -3.85604 -8.28336 -0.92801
123 H -3.67780 -7.53589 -3.02871
124 H -4.09526 -5.86250 -3.51821
125 H -2.78563 -6.08255 -2.44097
126 H -6.12582 -7.92000 -2.11123
127 H -6.94184 -6.56334 -1.17918
128 H -6.44783 -6.32244 -2.79120
129 H -2.33732 -3.04992 0.11799
130 H -3.26368 -2.81586 -1.39220
131 H -2.23863 -4.23681 -1.11737
132 H -4.66133 -3.88979 -2.52276

* HOMO energy: -12.216 eV
* orbital gap: 1.6 eV
* total charge: +2
* DFT total energy: -3763.90877 a.u.